Entry 1:
{
  "formula": "C43H49N9O2Re",
  "method": "the ωB97M-V functional and the def2-TZVPD basis",
  "species": ["N", "H", "H", "H", "C", "C", "C", "H", "C", "N", "H", "C", "H", "C", "H", "H", "H", "H", "C", "H", "H", "C", "N", "H", "C", "H", "C", "C", "C", "O", "C", "H", "C", "C", "H", "H", "H", "H", "C", "H", "Re", "C", "H", "C", "N", "N", "H", "H", "C", "C", "H", "H", "H", "H", "C", "C", "H", "H", "C", "N", "H", "C", "C", "H", "C", "C", "H", "H", "C", "C", "C", "H", "H", "H", "H", "O", "H", "H", "H", "C", "C", "C", "C", "H", "H", "H", "N", "H", "C", "N", "H", "C", "H", "N", "C", "C", "H", "C", "C", "C", "C", "H", "H", "C"],
  "xyz": [[-2.40, 1.04, -0.12], [0.42, 4.95, 2.15], [-1.53, -3.99, 1.05], [-0.19, -5.33, -0.49], [-0.17, -4.57, -1.28], [4.13, 1.12, -2.30], [-3.23, 1.14, -3.70], [-4.94, -1.60, 4.35], [1.93, 0.34, -1.55], [0.68, 4.00, 0.27], [-3.68, -1.48, -0.63], [-1.73, 3.32, 1.91], [2.12, -4.08, -0.16], [4.73, -1.77, 0.82], [0.53, -4.89, -2.04], [-5.47, -0.26, 2.31], [-2.49, 2.72, 2.41], [-2.38, -0.93, -1.72], [3.11, 2.14, -0.40], [-2.51, 2.92, -1.07], [-1.15, -4.47, -1.73], [-2.81, -1.79, -1.21], [-2.14, -0.46, 2.02], [2.22, 0.28, 3.01], [2.91, -0.55, -3.63], [0.57, 1.48, -4.35], [-0.50, -2.25, -0.59], [-2.33, -3.56, 0.44], [-4.45, -0.53, 2.55], [-4.62, 1.15, 0.14], [-1.02, 1.61, -2.91], [4.95, 1.05, -3.01], [1.24, 4.30, -1.07], [-3.47, 0.71, 0.53], [1.16, 1.95, 2.98], [0.33, 3.42, 3.53], [-2.09, 3.61, 0.93], [-0.96, 0.84, -6.20], [-3.41, -0.14, 1.74], [-0.35, 1.90, -2.11], [-0.58, 0.33, 0.81], [-2.82, -1.55, 4.02], [3.90, -4.81, 2.06], [0.80, -1.37, -2.85], [-0.50, 2.50, 1.79], [0.82, 1.62, 0.21], [2.28, 4.60, -0.97], [3.73, -0.55, -4.34], [3.85, -3.75, 1.87], [1.77, -3.19, -0.68], [-1.56, 4.21, 2.51], [-3.16, -2.51, -1.95], [3.14, 2.88, 0.39], [-0.35, 5.79, 0.77], [-4.14, -1.27, 3.70], [-2.88, 1.91, -1.28], [1.70, -0.42, 5.21], [3.76, 0.07, 1.32], [1.98, 1.37, -0.58], [0.31, -3.28, -0.76], [-2.55, -2.07, 4.93], [1.81, -1.31, -3.84], [-4.41, 1.88, -1.11], [5.57, -3.73, 0.59], [-0.37, -1.14, 3.34], [0.19, 2.42, 3.11], [5.11, 2.58, -1.09], [-0.43, 1.85, 3.80], [0.89, -0.64, -1.70], [-2.38, 1.50, -2.65], [2.81, -1.61, 2.27], [2.15, -3.49, 3.12], [2.07, -2.09, 4.75], [-4.93, 1.31, -1.87], [2.08, -2.30, -0.14], [0.11, -1.51, 4.48], [-4.30, 1.08, -3.58], [-3.38, 0.64, -5.77], [2.18, -3.18, -1.69], [0.41, 2.80, 0.70], [1.55, -1.19, 4.46], [2.86, -2.99, 2.47], [-1.35, 1.01, -5.20], [-2.76, -4.34, -0.18], [1.41, 5.81, 0.99], [5.48, -1.29, 0.20], [-1.82, -2.42, -0.33], [-3.12, -3.19, 1.10], [3.75, -1.00, 1.44], [-0.04, -0.94, -0.63], [1.16, 3.44, -1.73], [1.83, -0.73, 3.02], [1.71, -1.92, -4.73], [0.43, -0.66, 2.43], [4.22, 1.98, -1.25], [-0.50, 1.37, -4.17], [-0.03, -2.04, -3.00], [2.99, 0.30, -2.49], [-2.71, 0.89, -4.96], [0.51, 5.21, 1.10], [-1.84, -1.11, 3.14], [-4.87, 2.86, -1.00], [0.66, 5.13, -1.47], [4.78, -3.14, 1.04]],
  "e_homo_ha": [-0.6491, -0.6569],
  "spin_multiplicity": 4,
  "s2": 3.78,
  "charge": 4,
  "e_tot_ha": -2388.2142,
  "lumo_ev": [-11.792, -12.590]
}

=====

Entry 2:
{
  "formula": "C6H6OS",
  "method": "the ωB97M-V functional and the def2-TZVPD basis",
  "species": ["C", "H", "H", "O", "H", "S", "C", "H", "H", "C", "C", "H", "C", "C"],
  "xyz": [[1.16, -1.80, -0.54], [-2.17, 3.49, 0.92], [-0.82, 0.05, -1.38], [1.02, 0.67, -0.62], [0.99, -2.63, 0.17], [1.34, -2.14, -2.07], [-0.44, 0.57, -0.56], [-0.60, 0.13, 1.62], [2.07, -0.62, 1.04], [1.20, -0.49, 0.23], [-1.64, 2.79, 0.32], [-0.76, -1.45, 0.42], [-1.08, 1.86, -0.18], [-0.28, -0.41, 0.63]],
  "e_homo_ha": -0.3249,
  "e_above_lowest_kj_mol": 388.04,
  "smiles": "C#C[C@@H]1C[C@@H](C=S)O1",
  "charge": 0,
  "e_tot_ha": -705.4785,
  "lumo_ev": -0.156
}

=====

Entry 3:
{
  "formula": "C3H5N3",
  "method": "the ωB97M-V functional and the def2-TZVPD basis",
  "species": ["N", "H", "H", "N", "H", "C", "H", "N", "C", "H", "C"],
  "xyz": [[-0.58, 0.97, -0.73], [2.45, 0.22, 0.18], [0.12, -0.88, 1.81], [-1.68, -0.24, 0.83], [1.62, 0.39, -1.40], [1.56, -0.03, -0.40], [1.44, -1.11, -0.46], [0.30, 0.45, 0.16], [-1.73, 0.54, -0.29], [-2.64, 0.76, -0.83], [-0.39, -0.29, 1.06]],
  "e_homo_ha": -0.3667,
  "e_above_lowest_kj_mol": 80.85,
  "smiles": "Cn1cncn1",
  "charge": 0,
  "e_tot_ha": -281.5593,
  "lumo_ev": 0.908
}

=====

Entry 4:
{
  "formula": "C5H9NO2",
  "method": "the ωB97M-V functional and the def2-TZVPD basis",
  "species": ["O", "C", "C", "H", "N", "O", "H", "C", "H", "H", "C", "H", "H", "H", "H", "C", "H"],
  "xyz": [[-2.01, 1.57, -0.33], [-2.37, -1.15, -0.19], [-1.11, 0.98, 0.16], [0.86, -1.64, 0.31], [0.34, -1.00, -0.34], [-1.23, -0.49, 0.40], [-2.25, -1.19, -1.27], [0.32, 1.25, 0.46], [-2.42, -2.14, 0.26], [0.52, 1.09, 1.55], [2.47, 0.19, -0.25], [-3.26, -0.58, 0.07], [0.56, 2.28, 0.19], [2.95, -0.59, -0.85], [2.91, 1.14, -0.55], [0.99, 0.25, -0.44], [2.74, 0.02, 0.82]],
  "e_homo_ha": [-0.2705, -0.2734],
  "e_above_lowest_kj_mol": 547.47,
  "charge": 0,
  "e_tot_ha": -400.9682,
  "lumo_ev": [0.810, 0.184]
}

=====

Entry 5:
{
  "formula": "C44H83Br24FN6O5P",
  "method": "the ωB97M-V functional and the def2-TZVPD basis",
  "species": ["H", "F", "H", "H", "Br", "H", "C", "N", "H", "H", "C", "Br", "H", "C", "H", "H", "C", "Br", "O", "H", "C", "C", "H", "C", "H", "Br", "H", "H", "H", "O", "Br", "C", "H", "H", "H", "H", "H", "H", "H", "C", "Br", "H", "H", "C", "Br", "C", "C", "Br", "H", "H", "H", "H", "C", "P", "H", "H", "C", "C", "H", "C", "C", "C", "H", "H", "N", "H", "H", "Br", "Br", "H", "H", "H", "H", "O", "H", "H", "H", "Br", "C", "C", "H", "H", "Br", "C", "H", "H", "H", "H", "Br", "C", "H", "C", "H", "C", "H", "Br", "N", "H", "H", "C", "Br", "H", "N", "C", "C", "H", "H", "H", "Br", "H", "O", "H", "C", "N", "C", "N", "C", "H", "H", "H", "H", "C", "C", "C", "H", "H", "H", "C", "C", "Br", "C", "H", "H", "C", "C", "Br", "C", "C", "Br", "O", "Br", "C", "H", "Br", "H", "H", "H", "C", "H", "H", "H", "Br", "H", "H", "C", "Br", "H", "H", "Br", "H", "H", "H", "H", "C"],
  "xyz": [[-10.35, -1.69, 2.09], [-0.05, 3.69, -3.20], [4.57, 2.40, -5.19], [-3.93, 1.08, 3.27], [-7.77, -0.60, 3.04], [-5.03, -2.80, -4.12], [-4.19, -0.70, 1.25], [-3.48, -1.40, 0.10], [5.05, -3.28, -2.99], [-0.67, -0.62, -2.09], [-2.00, 1.40, 2.05], [10.30, 6.71, -0.95], [10.84, 0.84, 3.64], [1.37, -2.88, -8.75], [-0.01, 4.81, -0.24], [6.09, 2.68, -9.63], [1.73, -1.59, -8.06], [10.78, 3.34, 3.55], [5.19, 3.16, -0.39], [-7.31, -3.53, -3.61], [-1.63, -5.90, 0.51], [1.88, -7.42, 6.27], [-0.38, -1.16, 2.33], [3.38, -7.24, 6.33], [1.56, 1.93, -4.13], [-11.00, 1.21, 6.20], [0.02, 5.68, -2.41], [-1.83, 4.62, 6.53], [-1.56, 1.37, 3.16], [4.57, 0.58, 0.50], [7.43, -2.62, -2.61], [1.45, -0.56, 0.32], [-11.11, -0.92, 7.45], [5.74, -4.09, -1.56], [5.02, 4.80, -7.63], [0.76, -1.52, 0.50], [0.22, -0.09, 3.79], [-12.69, 2.20, 2.70], [5.22, 5.14, -9.37], [-1.95, 3.57, 6.24], [-4.85, -0.67, -2.87], [0.95, -0.84, -8.22], [-1.64, 0.42, 1.52], [-0.61, 2.95, 5.92], [-2.02, -6.47, -2.27], [-11.62, 0.04, 7.63], [7.99, 5.07, -0.50], [3.34, 3.57, -9.02], [2.85, 3.38, -3.76], [-11.24, 3.74, 1.15], [-0.24, -5.22, -1.04], [1.83, 4.41, -0.33], [6.21, -5.09, -3.41], [3.85, 2.11, 0.10], [2.25, -4.27, 4.46], [-0.97, -5.92, 1.38], [1.22, -1.91, -2.22], [0.51, -0.45, -2.02], [-11.28, 0.46, 8.57], [-13.12, -0.15, 7.57], [1.42, -2.02, 3.52], [12.42, 1.39, 2.23], [7.17, 3.79, -8.75], [-0.19, -6.97, -0.69], [0.78, 0.26, -0.73], [8.02, 6.71, -1.90], [6.04, 2.85, 0.08], [6.11, -4.74, -5.33], [-2.48, -4.14, 0.56], [-2.43, -6.64, 0.64], [-11.31, 2.15, 3.81], [-10.24, -3.45, 2.30], [4.73, -2.23, -5.54], [2.53, -2.18, -2.24], [-7.96, -2.73, 1.79], [-11.78, 4.47, 2.69], [-7.42, -1.76, -3.82], [11.24, 1.01, 0.72], [1.52, 0.16, 1.82], [-5.47, -2.50, -3.16], [2.98, 2.23, -6.20], [2.51, -0.97, 0.07], [-10.86, 0.87, 1.72], [0.81, 4.17, -0.84], [-0.27, 2.97, 1.87], [-1.55, 1.50, -0.76], [0.56, -3.43, -8.26], [-0.19, 3.30, 4.98], [1.81, -1.82, -6.12], [-1.28, 2.67, 1.31], [-3.39, -0.78, -0.74], [-3.63, 1.55, 2.22], [-5.02, -0.82, 3.04], [11.63, 1.58, 3.50], [-2.00, 3.61, 1.47], [-3.11, 3.60, 4.67], [2.71, 2.10, -1.25], [-3.92, 2.70, 2.28], [12.29, 1.56, 4.37], [-11.61, 2.33, 2.78], [0.95, -5.85, 6.97], [13.07, 0.51, 2.30], [-4.55, -1.45, 2.34], [3.82, 0.18, -5.37], [3.55, 1.80, -5.25], [-2.52, -1.67, 0.45], [-13.44, -0.97, 8.21], [2.69, -1.18, -8.37], [8.90, 3.37, -0.21], [0.78, 0.19, -2.99], [0.31, -3.08, -2.43], [6.97, 4.81, -0.78], [-9.91, -2.49, 2.69], [-4.42, 0.82, 1.12], [-6.98, -2.56, -3.22], [0.39, 2.69, -0.69], [2.05, -3.20, 3.99], [7.97, 5.59, 0.47], [0.10, 3.14, 6.73], [4.73, 0.53, 1.50], [0.62, -3.42, -3.34], [5.91, -3.84, -2.62], [3.24, 1.49, -2.51], [6.18, 3.31, -8.75], [1.05, 1.23, 1.85], [-5.04, -3.11, -2.37], [5.46, -5.86, -3.22], [-8.40, -2.43, 2.75], [2.67, 2.23, -3.90], [2.90, -4.09, -8.82], [8.66, 5.88, -1.59], [4.42, 1.71, -2.53], [-7.97, -3.04, 3.55], [4.30, -1.14, -5.49], [1.32, 1.66, -0.89], [-0.74, 1.01, 5.81], [-11.18, 3.67, 2.24], [5.09, 4.35, -8.63], [4.00, -6.06, 4.90], [3.21, 2.86, 1.37], [-14.05, 1.42, 8.27], [0.70, 4.70, -2.41], [13.02, 2.26, 1.95], [6.20, 2.13, -7.19], [3.12, 0.33, -2.62], [7.20, -5.50, -3.21], [-1.66, 3.38, -0.82], [-1.07, 2.47, -0.32], [1.10, -2.70, -9.79], [-5.43, 0.99, 1.31], [3.89, -8.19, 6.15], [-10.69, -2.36, 4.47], [-13.50, -0.32, 6.55], [3.72, -6.81, 7.27], [-0.84, -6.09, -0.77], [-9.34, 4.08, 2.74], [1.72, 5.02, -2.87], [8.92, 5.28, -2.47], [-7.76, -2.43, -1.44], [2.60, 0.16, 2.28], [1.56, -8.25, 6.91], [1.50, -7.59, 5.25], [-2.50, 3.04, 7.03], [0.60, -0.75, 2.89]],
  "e_homo_ha": -0.3601,
  "charge": 1,
  "e_tot_ha": -64647.8181,
  "lumo_ev": -4.099
}

=====

Entry 6:
{
  "formula": "C7H5Cl2NO2",
  "method": "the ωB97M-V functional and the def2-TZVPD basis",
  "species": ["H", "H", "H", "H", "C", "N", "C", "C", "Cl", "O", "C", "H", "C", "Cl", "C", "C", "O"],
  "xyz": [[0.79, -0.20, -2.09], [-1.89, -2.68, 0.67], [-3.02, -0.11, 1.52], [1.48, 2.19, -1.25], [1.87, -0.06, -0.14], [1.22, 0.53, 2.28], [1.39, 0.21, 1.19], [0.70, 0.47, -1.14], [2.01, -1.78, -0.48], [-0.73, -1.37, -0.41], [-2.26, -0.40, 0.81], [-1.74, 1.58, 0.61], [-1.53, 0.59, 0.26], [3.44, 0.78, -0.40], [-1.76, -1.60, 0.43], [-0.54, 0.01, -0.55], [0.57, 1.83, -1.31]],
  "e_homo_ha": -0.3226,
  "e_above_lowest_kj_mol": 0.00,
  "smiles": "N#CC(Cl)(Cl)[C@H](O)c1ccco1",
  "charge": 0,
  "e_tot_ha": -1395.2753,
  "lumo_ev": 0.320
}

=====

Entry 7:
{
  "formula": "C42H25BiCl4N9O3",
  "method": "the ωB97M-V functional and the def2-TZVPD basis",
  "species": ["C", "H", "C", "C", "N", "H", "H", "N", "C", "H", "H", "N", "H", "N", "C", "H", "N", "C", "Cl", "C", "C", "C", "H", "C", "C", "C", "C", "H", "N", "O", "C", "C", "C", "Cl", "N", "C", "C", "H", "C", "N", "C", "H", "H", "C", "H", "C", "C", "C", "H", "C", "H", "C", "C", "Bi", "N", "C", "O", "C", "C", "H", "C", "C", "C", "C", "H", "C", "C", "H", "H", "H", "C", "H", "H", "C", "Cl", "C", "O", "C", "H", "H", "H", "C", "C", "Cl"],
  "xyz": [[1.48, 1.61, -5.20], [1.72, 2.67, -5.29], [4.03, -2.27, -2.58], [-2.97, -1.08, 0.23], [-0.78, -2.36, -2.19], [-0.87, 1.75, -3.97], [-5.00, 1.99, 5.65], [-1.13, -0.36, 2.31], [-2.86, 0.48, 3.55], [-7.01, -2.24, -1.91], [-0.80, 1.26, 6.15], [0.60, -0.17, 3.99], [4.92, -2.16, -1.98], [1.55, -1.09, 1.99], [-0.76, 2.94, 1.15], [3.02, -2.56, -5.81], [-3.33, -0.48, 1.34], [4.80, -1.17, 5.26], [-1.70, 6.81, 1.77], [-2.92, 1.68, 6.03], [1.58, -0.71, 3.28], [3.47, -0.81, 5.08], [2.31, 1.03, -5.59], [1.61, -2.43, -2.76], [-1.70, 0.57, 4.32], [2.93, -2.49, -4.74], [2.32, -2.14, -0.61], [-0.40, 0.96, -2.47], [1.16, 1.24, -3.84], [0.03, 2.03, 1.67], [4.09, -2.37, -3.96], [2.77, -1.56, 1.61], [-2.47, -0.14, 2.29], [-3.32, 6.15, -0.83], [3.15, -1.95, 0.41], [2.10, 1.17, -2.87], [-1.64, 5.22, 1.09], [-5.69, -3.24, -3.73], [0.50, -2.33, -1.82], [0.96, -2.19, -0.56], [5.00, -1.86, 2.94], [-3.20, -3.22, -3.65], [2.88, -0.41, 5.90], [-3.79, -2.78, -2.86], [-0.55, -0.01, -3.94], [-4.08, 1.58, 5.27], [-1.58, 2.61, 0.02], [-5.31, -1.62, -0.77], [4.11, 1.63, -2.37], [-5.18, -2.79, -2.89], [0.77, -2.63, -4.73], [1.68, -2.53, -4.14], [-1.71, 1.17, 5.57], [0.06, 0.05, 0.43], [-1.71, -1.33, -0.22], [-2.34, 3.62, -0.56], [-1.59, 1.38, -0.44], [-5.93, -2.22, -1.86], [5.55, -1.69, 4.20], [3.93, 0.85, -3.95], [-0.85, 4.23, 1.68], [2.92, -0.98, 3.83], [-0.24, 0.96, -3.54], [-0.62, 0.00, 3.53], [5.05, -2.34, -4.46], [-2.37, 4.92, -0.05], [3.50, 1.59, -3.27], [-4.97, 0.90, 3.41], [-5.88, -1.18, 0.04], [0.61, 1.41, -5.83], [-3.18, -2.17, -1.77], [5.57, -2.26, 2.12], [-2.95, 2.18, 6.99], [-3.93, -1.60, -0.74], [-3.27, 3.21, -1.96], [3.67, -1.50, 2.76], [1.87, 0.78, -1.73], [-1.77, -1.99, -1.41], [3.51, 2.56, -3.75], [5.26, -1.06, 6.23], [6.59, -1.95, 4.37], [-4.07, 0.97, 4.02], [2.77, -2.30, -1.99], [0.07, 4.57, 3.10]],
  "e_homo_ha": [-0.1439, -0.1483],
  "e_above_lowest_kj_mol": 41.47,
  "charge": -1,
  "e_tot_ha": -4389.6611,
  "lumo_ev": [0.868, 0.949]
}

=====

Entry 8:
{
  "formula": "C17H41FN2O19S4",
  "method": "the ωB97M-V functional and the def2-TZVPD basis",
  "species": ["O", "C", "C", "H", "O", "H", "H", "C", "O", "H", "S", "H", "H", "C", "S", "H", "C", "H", "O", "O", "H", "C", "H", "H", "F", "O", "S", "C", "C", "C", "H", "H", "H", "H", "O", "H", "H", "C", "H", "H", "N", "O", "H", "H", "O", "H", "H", "H", "C", "H", "O", "O", "H", "H", "O", "H", "C", "H", "H", "C", "H", "H", "C", "O", "H", "O", "C", "N", "O", "H", "H", "O", "C", "H", "H", "H", "C", "O", "S", "H", "H", "O", "H", "O"],
  "xyz": [[2.68, -3.19, -1.52], [-1.77, -5.69, 1.30], [-0.18, 0.70, 5.95], [1.70, -3.23, 2.44], [3.43, 1.00, 1.70], [2.67, -1.50, -3.18], [-3.52, 3.17, -1.79], [2.10, -3.00, 3.42], [3.66, -1.31, 2.47], [-2.65, -6.16, 1.74], [-2.27, -2.18, 2.61], [-2.22, -1.00, -1.31], [6.39, -0.28, 2.37], [3.34, -1.21, -2.39], [-1.63, 5.89, -4.09], [1.17, -1.88, -5.33], [0.55, 0.89, 0.68], [-1.22, 3.81, -5.14], [-0.35, 1.27, -5.11], [-2.56, -3.68, 2.11], [2.95, -3.62, 3.61], [-1.77, -0.63, -3.47], [2.97, -0.41, -1.81], [3.11, -1.45, 4.46], [0.63, -0.47, 0.72], [-1.38, 1.77, -0.26], [0.49, 0.31, -4.48], [-0.83, 1.33, 1.01], [-1.38, -4.50, 2.19], [5.75, 0.14, 1.67], [-1.36, 0.52, 1.46], [5.71, -0.41, 0.69], [-0.97, -6.42, 1.14], [-1.10, 0.83, 6.57], [4.49, -2.37, -0.83], [0.57, 1.37, 6.29], [1.50, -0.50, -6.46], [-3.57, 4.13, -1.23], [6.11, 1.17, 1.44], [4.28, -0.95, -2.83], [3.52, -2.32, -1.51], [-1.69, 1.51, 4.38], [-2.57, 6.06, -1.45], [-3.11, -2.01, -2.52], [-2.32, 6.35, -5.22], [1.84, -0.79, 3.41], [-4.61, 4.48, -1.39], [-0.79, 2.16, 1.71], [-2.52, 5.03, -1.80], [-1.37, -2.26, -2.15], [-2.63, -1.37, 1.49], [-0.91, 6.83, -3.29], [1.34, -3.25, 4.12], [-1.24, -4.75, 3.23], [4.57, 0.54, 3.86], [0.21, -0.29, 5.89], [-3.57, -1.86, 3.84], [-0.52, -3.92, 1.84], [-2.04, -5.26, 0.35], [-2.16, -1.55, -2.30], [-3.44, -0.80, 4.12], [-4.45, -1.85, 3.22], [0.81, -0.97, -5.76], [-2.76, 5.09, -3.26], [-1.91, -1.20, -4.39], [0.26, 1.01, 3.65], [2.56, -1.61, 3.56], [-0.56, 1.14, 4.54], [0.72, 1.29, -0.68], [-2.24, 0.32, -3.45], [0.23, 4.72, -5.34], [-1.03, -2.10, 3.31], [-0.57, 4.48, -4.61], [1.41, 1.32, 1.21], [-0.11, -1.05, -6.32], [-3.32, 4.11, -0.18], [-0.42, 1.82, -1.18], [-0.50, 2.24, -2.31], [4.22, 0.18, 2.57], [-3.64, -2.60, 4.64], [-1.50, 4.67, -1.66], [1.81, 0.64, -4.01], [-0.19, 4.04, -3.70], [-0.32, -0.51, -3.26]],
  "e_homo_ha": -0.3851,
  "smiles": "O=C1OC[C@@H](F)O1.CCOS(C)(=O)=O.CCOS(C)(=O)=O.CCOS(C)(=O)=O.CCOS(C)(=O)=O.C[N+](=O)[O-].C[N+](=O)[O-]",
  "charge": 0,
  "e_tot_ha": -3903.7545,
  "lumo_ev": -0.302
}